Record 1
Entry from the OMol25 dataset: the molecule C6H9N (the ωB97M-V functional and the def2-TZVPD basis).

```
16
Properties=species:S:1:pos:R:3:forces:R:3
C 0.734684 0.342998 2.317247 -0.002 -0.009 0.144
C 0.042637 -0.071358 1.065213 0.003 -0.043 0.025
C -0.152859 -1.327379 0.528990 -0.131 -0.160 0.240
C -0.808712 -1.153675 -0.704110 0.004 -0.212 0.103
C -0.878629 0.190684 -0.981107 0.484 -0.396 -0.180
C -0.177961 0.503493 -2.295058 -0.092 0.415 -0.264
N -0.428065 0.839742 0.167264 0.309 -0.052 -0.002
H 0.056274 0.793621 3.048927 0.069 -0.062 -0.038
H 1.195799 -0.537396 2.770052 -0.084 0.130 0.041
H 1.533208 1.064127 2.099299 -0.170 -0.097 0.058
H 0.283236 -2.244193 0.893604 -0.323 -0.032 0.300
H -0.994015 -1.880288 -1.485164 0.224 -0.127 0.215
H 0.232261 1.509451 -2.277576 -0.314 0.265 -0.321
H 0.703908 -0.156451 -2.351680 -0.215 0.288 -0.071
H -0.774025 0.310817 -3.187886 -0.050 0.265 0.060
H -0.567742 1.815807 0.391983 0.288 -0.176 -0.309
```
Forces are in eV/Å.

Maximum force   0.65 eV Å⁻¹
Energy relative to the best compared isomer or geometry (same formula, charge and spin)   1.345 eV
E_tot   -288.73262 hartree
HOMO   -7.566 eV
LUMO level   0.99 eV
SMILES   Cc1ccc(C)[nH]1

=====

Record 2
Entry from the OMol25 dataset: the molecule C24H31NO5 at a distorted geometry (the ωB97M-V functional and the def2-TZVPD basis).

```
61
Properties=species:S:1:pos:R:3:forces:R:3
C 3.813200 -1.304137 -5.156113 -0.004 -0.055 -0.226
O 3.755129 -0.961159 -3.794393 -0.133 0.077 0.316
C 2.534921 -0.846752 -3.198053 -0.119 0.097 0.374
C 2.547460 -0.509366 -1.853532 0.130 -0.015 0.030
C 1.359494 -0.367559 -1.147923 0.111 -0.130 -0.586
O 1.471457 -0.012993 0.153463 -0.009 0.107 0.041
C 0.129554 -0.573258 -1.778856 -0.416 -0.056 -0.063
C -1.201652 -0.464642 -1.057380 0.002 0.102 -0.252
C -1.775101 0.968355 -1.125664 0.222 0.057 -0.015
C -0.827983 2.130634 -0.797802 -0.245 -0.034 -0.130
N -0.668899 2.374427 0.628106 0.213 0.215 -0.198
C -1.750942 3.182642 1.167673 -0.197 -0.167 0.245
C -1.668229 3.241319 2.690607 0.011 0.260 -0.134
C -0.320888 3.810286 3.120344 -0.061 -0.403 -0.001
C 0.801524 2.995128 2.480465 0.161 0.436 -0.095
C 2.175123 3.548937 2.841915 -0.241 -0.184 -0.060
C 0.608248 2.982736 0.963323 0.148 -0.164 0.257
C -1.150347 -1.129970 0.302647 -0.202 -0.223 0.064
C -0.857713 -2.489430 0.338189 -0.011 0.125 0.025
C -0.801779 -3.209798 1.526395 -0.040 -0.011 0.316
C -1.057613 -2.520784 2.687197 -0.101 0.663 -0.073
C -1.351966 -1.160033 2.663159 0.160 -0.690 -0.025
C -1.406546 -0.443716 1.493088 -0.202 -0.164 0.282
O -1.556585 -0.714817 3.946180 -0.031 0.267 -0.472
C -1.378507 -1.841624 4.775811 -0.092 -0.015 1.289
O -1.073468 -2.968901 3.984726 0.096 -0.270 -0.442
C 0.133977 -0.896253 -3.141096 0.146 0.077 0.280
O -1.099252 -1.063233 -3.713784 0.226 0.116 0.363
C -1.178513 -1.439998 -5.064692 -0.032 -0.068 -0.262
C 1.320969 -1.035216 -3.849271 0.011 -0.134 -0.510
H 3.363302 -2.284504 -5.345802 0.005 0.048 0.007
H 4.872633 -1.343190 -5.404956 -0.086 -0.009 -0.031
H 3.324450 -0.551578 -5.784224 0.007 -0.040 0.029
H 3.484741 -0.352044 -1.348100 0.164 0.029 0.077
H 0.592635 0.131285 0.536873 0.111 -0.076 0.082
H -1.898595 -1.071724 -1.648014 0.102 0.110 0.157
H -2.665731 1.018972 -0.498854 -0.143 0.057 -0.022
H -2.095843 1.111579 -2.159753 -0.079 -0.016 0.009
H -1.209064 3.036174 -1.302556 0.090 -0.028 0.024
H 0.151894 1.917351 -1.230203 -0.011 0.063 0.001
H -2.706449 2.745339 0.866509 0.010 0.038 -0.033
H -1.712014 4.211078 0.760176 -0.011 -0.072 -0.051
H -1.781456 2.236487 3.101898 -0.074 -0.038 0.029
H -2.483845 3.858944 3.071900 -0.048 -0.049 0.023
H -0.232499 3.787471 4.208051 0.037 0.072 0.046
H -0.241029 4.851938 2.797407 0.047 0.084 0.003
H 0.727803 1.962171 2.835528 -0.021 -0.046 -0.024
H 2.310808 3.555120 3.920929 0.068 0.030 0.114
H 2.958667 2.939423 2.398432 0.157 -0.032 -0.027
H 2.283803 4.568658 2.477042 0.042 0.137 -0.029
H 1.407507 2.398129 0.504280 -0.027 0.056 -0.043
H 0.674001 4.017284 0.578114 0.024 0.023 -0.003
H -0.660767 -3.003292 -0.590624 0.033 -0.049 -0.130
H -0.570563 -4.261429 1.540362 0.030 -0.157 -0.004
H -1.600796 0.612853 1.500899 -0.052 0.074 -0.005
H -0.553332 -1.652200 5.481776 -0.138 -0.035 -0.229
H -2.303460 -2.030234 5.344968 0.177 0.035 -0.207
H -2.242176 -1.536931 -5.279000 0.087 -0.007 -0.038
H -0.748601 -0.678329 -5.723632 0.003 -0.042 0.035
H -0.686347 -2.400853 -5.247602 -0.002 0.053 0.011
H 1.299402 -1.285946 -4.895355 -0.003 -0.029 -0.109
```
Forces are in eV/Å.

Maximum force   1.29 eV Å⁻¹
Energy relative to the best compared isomer or geometry (same formula, charge and spin)   1.118 eV
E_tot   -1364.05521 hartree
HOMO   -7.728 eV
LUMO level   0.71 eV
SMILES   COc1cc(O)c([C@H](CCN2CCC[C@H](C)C2)c2ccc3c(c2)OCO3)c(OC)c1